Entry 1:
{"formula": "C31H41F4N7O3PReSeTe", "method": "the ωB97M-V functional and the def2-TZVPD basis", "elements": ["C", "H", "C", "H", "F", "H", "N", "C", "O", "F", "H", "C", "H", "H", "Re", "C", "C", "H", "F", "C", "O", "C", "N", "C", "C", "C", "H", "H", "C", "C", "H", "C", "C", "C", "H", "C", "H", "H", "H", "H", "H", "H", "O", "H", "C", "N", "H", "H", "H", "Te", "N", "C", "H", "H", "H", "H", "H", "H", "C", "F", "H", "C", "C", "N", "C", "H", "P", "H", "C", "Se", "H", "H", "H", "H", "C", "C", "H", "N", "N", "H", "C", "H", "C", "H", "H", "H", "C", "C", "H", "C"], "xyz": [[-0.82432, -2.67958, 3.53189], [-2.66869, 4.50421, 0.55899], [-0.60663, -2.93520, 0.50886], [-3.20705, 1.41382, -5.56274], [5.90541, -2.62998, 0.01471], [4.45664, -0.87109, 3.48708], [-2.42080, 3.56992, 0.26797], [-0.53764, -1.20060, -4.57003], [0.38438, 2.06667, 3.93500], [3.41527, -3.41815, -0.00192], [-4.40346, -0.66607, -6.78170], [-0.50179, -1.57545, 2.53289], [-4.31680, -0.67882, 1.75817], [-2.96350, -2.00380, 0.27279], [-0.17902, -0.01692, -0.31032], [-1.24329, 2.96734, 0.37600], [-1.57379, 0.98049, -4.25985], [-1.96489, 2.38542, 5.03974], [4.58176, 1.87555, -0.17026], [-2.46304, 0.67625, -5.28270], [0.18433, 0.73791, 1.71789], [3.97062, -0.41254, 4.34774], [-4.50156, -0.89439, -2.48775], [-3.02609, 0.45269, -1.20638], [-4.25207, 0.21043, -1.80009], [2.58070, -1.17172, -0.04075], [4.72841, -0.20236, 5.10180], [-0.23805, -2.50695, 4.43427], [2.99818, 0.16099, -0.09206], [-1.68734, 2.33827, -3.61301], [-2.71931, 2.53939, -3.32280], [4.31190, 0.57086, -0.10799], [-3.36922, -0.81263, -7.09413], [-1.44776, -1.45169, -5.59302], [-0.56690, -3.67528, 3.17498], [-0.20516, 1.17148, 4.91600], [-1.38651, -2.39784, -6.11949], [-0.34107, 3.40372, 0.81253], [-1.44729, -2.21997, -2.13389], [-0.84426, -3.85622, 1.05195], [1.13597, -3.57755, -0.50286], [-1.87368, -2.68877, 3.82535], [2.20603, 0.52455, 3.05346], [-1.39635, 3.12041, -4.31553], [3.64414, -2.09089, -0.00532], [-1.37130, 1.75030, -0.14567], [-3.26365, -1.83239, -7.45971], [-1.04696, 2.43547, -2.73762], [-1.13946, -2.99712, -0.42685], [1.99233, 3.62951, 1.80945], [1.23736, -1.48126, -0.03537], [0.45916, -2.28903, -4.24674], [-2.15524, 0.75946, 5.70326], [3.94953, 1.55054, 3.42952], [1.42306, -3.17401, 1.17875], [0.57318, -1.47783, 2.40507], [-3.18437, -0.13662, -7.92982], [6.37343, -0.05574, -0.08435], [-2.66139, 1.68726, -0.54664], [2.03402, 1.12006, -0.09883], [1.33940, -1.92142, -3.72519], [-0.61984, 0.02484, -3.89187], [-3.48516, -1.74208, -2.59978], [-1.10191, -1.72549, 1.17641], [-2.25596, -1.52915, -1.99907], [-2.88318, 0.30621, 1.41921], [1.09044, 1.55641, 2.61108], [0.21973, 1.46145, 5.87571], [0.87949, -2.86055, 0.28406], [0.69083, 0.37670, -2.52334], [2.86826, 1.39250, 4.81907], [0.78433, -2.77939, -5.16295], [-2.83872, -2.72678, 1.84837], [-2.11708, 1.00282, 3.94903], [-2.57733, -1.83216, 1.27427], [-3.23670, -0.61621, 1.88748], [0.01386, -3.06922, -3.62222], [-3.35275, 2.77272, -0.32019], [-2.00760, -0.44329, -1.24735], [-0.84289, -0.62215, 2.91745], [3.27998, 0.86828, 3.95482], [-3.63410, -2.63097, -3.19842], [4.96485, -1.68166, -0.01116], [-5.03795, 0.95009, -1.71270], [3.26039, -1.12587, 4.76544], [0.10559, 0.14652, 4.70840], [-2.41707, -0.53321, -5.96587], [5.33674, -0.35262, -0.06360], [-3.04172, -0.54309, 2.95611], [-1.70229, 1.33863, 4.89703]], "forces_ev_per_angstrom": [[-0.07, -0.07, -0.11], [0.03, -0.04, 0.00], [0.06, -0.17, 0.11], [-0.01, 0.03, -0.01], [-0.05, 0.06, 0.00], [0.00, -0.02, -0.03], [-0.35, -0.24, -0.19], [0.02, -0.07, 0.01], [-0.59, -0.78, 0.43], [0.14, 0.10, -0.03], [-0.01, 0.00, 0.01], [-0.11, -0.33, 0.35], [-0.02, 0.00, -0.03], [-0.03, -0.05, 0.04], [0.88, -0.13, 1.84], [0.02, -0.09, -0.11], [-0.13, 0.10, 0.06], [0.01, 0.02, 0.00], [-0.04, -0.24, -0.01], [-0.02, -0.06, 0.02], [-0.76, -0.24, -1.03], [0.03, 0.01, 0.02], [0.14, 0.00, 0.02], [0.21, 0.09, 0.15], [-0.08, -0.02, -0.02], [0.49, -0.04, -0.06], [0.04, -0.01, -0.01], [0.02, 0.04, 0.01], [-0.08, 0.02, -0.04], [0.09, 0.00, 0.00], [-0.03, 0.03, 0.00], [0.20, 0.24, 0.00], [-0.01, -0.02, 0.01], [0.01, -0.02, -0.01], [0.05, -0.06, -0.01], [0.19, 0.21, -0.15], [0.01, -0.01, -0.02], [0.00, -0.04, -0.01], [0.15, -0.10, -0.09], [-0.08, 0.15, 0.12], [0.09, 0.22, -0.04], [-0.03, 0.01, 0.02], [-0.11, -0.74, 0.09], [0.02, -0.01, -0.03], [-0.08, -0.16, -0.03], [-0.03, 0.26, 0.17], [0.00, -0.01, 0.00], [-0.01, 0.01, -0.02], [-0.05, -0.13, -0.25], [-0.03, -0.33, 0.21], [-0.72, 0.34, -0.41], [0.05, 0.07, 0.00], [-0.03, -0.02, -0.02], [0.00, 0.04, 0.03], [-0.09, -0.08, 0.01], [-0.04, -0.05, 0.02], [0.01, 0.01, 0.00], [0.03, 0.02, 0.01], [-0.16, 0.07, -0.12], [-0.05, -0.28, -0.31], [0.00, 0.01, -0.03], [0.06, 0.11, -0.10], [-0.03, -0.07, -0.02], [0.06, 0.24, -0.02], [0.07, 0.22, 0.00], [-0.04, -0.12, 0.18], [1.48, 2.53, -0.39], [-0.02, 0.02, 0.02], [0.01, 0.04, 0.30], [-0.12, -0.21, 0.01], [-0.02, -0.01, 0.00], [0.00, 0.00, -0.02], [0.10, 0.01, -0.01], [-0.02, 0.05, -0.05], [-0.11, 0.04, 0.05], [0.02, 0.11, 0.06], [-0.05, 0.01, 0.05], [0.17, 0.09, 0.06], [-0.40, -0.18, -0.86], [-0.06, -0.21, 0.03], [0.04, 0.10, -0.05], [-0.02, -0.01, 0.00], [0.13, -0.07, 0.00], [-0.01, 0.02, -0.01], [-0.02, 0.00, 0.04], [-0.01, -0.07, 0.04], [-0.02, 0.04, 0.00], [-0.23, -0.08, 0.00], [-0.03, -0.05, -0.02], [-0.04, -0.06, 0.16]], "lowdin_spin": [0.00, 0.00, 0.00, 0.00, 0.00, 0.00, 0.00, 0.00, 0.00, 0.01, 0.00, 0.00, 0.00, 0.00, 0.62, 0.00, 0.00, 0.00, 0.00, 0.00, 0.01, 0.00, 0.01, 0.01, 0.00, 0.00, 0.00, 0.00, 0.03, 0.00, 0.00, 0.00, 0.00, 0.00, 0.00, 0.00, 0.00, 0.00, 0.00, 0.00, 0.01, 0.00, 0.00, 0.00, 0.02, 0.00, 0.00, 0.00, 0.00, 0.00, 0.15, 0.00, 0.00, 0.00, 0.00, 0.00, 0.00, 0.00, 0.00, 0.04, 0.00, 0.01, 0.00, 0.02, 0.02, 0.00, 0.00, 0.00, 0.01, 0.00, 0.00, 0.00, 0.00, 0.00, 0.00, 0.00, 0.00, 0.00, -0.01, 0.00, 0.00, 0.00, 0.00, 0.00, 0.00, 0.00, 0.00, 0.03, 0.00, 0.00], "homo_energy_ev": [-9.2, -9.2], "relative_energy_kcal_mol": 38.1, "spin_multiplicity": 2, "total_charge": 1, "e_lumo_ev": [-3.891, -4.656]}


Entry 2:
{"formula": "C3H10O2S", "method": "the ωB97M-V functional and the def2-TZVPD basis", "elements": ["H", "C", "S", "H", "H", "C", "H", "C", "H", "H", "O", "H", "H", "H", "O", "H"], "xyz": [[0.20007, -1.44091, 0.31286], [-1.58694, -0.34722, -0.45697], [-2.46331, -0.73291, 1.08422], [-1.56658, -0.20335, 1.96025], [-2.21395, -0.37772, -1.34955], [-0.39245, -1.25280, -0.58664], [0.25578, -0.24469, -2.44504], [0.58675, -1.01292, -1.72848], [2.19993, 2.87826, 2.27898], [-0.76852, -2.27157, -0.64094], [1.47387, 2.87374, 2.90590], [0.93591, -1.93710, -2.21557], [-1.20667, 0.69736, -0.43734], [1.64261, 0.26505, -0.71235], [1.84712, -0.60422, -1.07573], [1.05639, 3.71099, 3.10641]], "forces_ev_per_angstrom": [[-0.03, 1.06, 0.20], [1.39, 1.38, 0.39], [-0.34, 0.30, 0.12], [-0.22, -0.17, -0.54], [-0.35, -0.36, 0.38], [-0.14, -2.10, -0.53], [0.09, -0.37, 0.06], [1.67, -0.02, 1.16], [-0.20, 0.85, 0.06], [-0.46, -0.31, -0.58], [-0.36, -1.22, 0.47], [-0.75, 0.38, -0.14], [-0.48, -0.35, 0.22], [0.35, -0.01, 0.16], [-0.73, 0.59, -0.90], [0.56, 0.36, -0.54]], "nbo_charge": [0.24, -0.52, -0.04, 0.13, 0.23, -0.47, 0.17, -0.08, 0.48, 0.21, -0.97, 0.20, 0.20, 0.45, -0.72, 0.48], "homo_energy_ev": -9.1, "relative_energy_kcal_mol": 15.8, "e_lumo_ev": 0.490}